Entry 1:
The following is a quantum chemistry calculation of an isolated molecule of C6H9N, from the Open Molecules 2025 dataset.

Geometry (Å):
C -0.17 2.20 -1.47
C 0.07 0.95 -0.63
C 1.32 0.41 -0.34
N 1.09 -0.58 0.62
C -0.22 -0.93 0.56
C -0.92 0.15 0.05
C -0.64 -2.20 1.25
H -0.60 1.92 -2.44
H 0.87 2.51 -1.65
H -0.68 3.06 -1.03
H 2.28 0.84 -0.55
H 1.82 -1.06 1.11
H -1.90 0.34 0.46
H -1.66 -2.13 1.67
H 0.18 -2.51 1.88
H -0.86 -2.97 0.50

## Properties
- ΔE to the lowest compared entry with this formula, charge and spin (kJ/mol) = 120.1
- LUMO (eV) = 0.9976
- 2S+1 = 1
- total charge = 0
- SMILES = Cc1c[nH]c(C)c1
- HOMO-LUMO gap (eV) = 8.670

Here are the Mulliken charges for atoms 1 to 5, given in e:
1. C -1.043
2. C 0.659
3. C -0.735
4. N -0.091
5. C 0.501

***

Entry 2:
The following is a quantum chemistry calculation of a structure of composition C36H43BCaGeN10, from the Open Molecules 2025 dataset.

Geometry (Å):
Ca 0.12 -0.04 -0.15
C -3.31 2.74 1.44
C -2.61 2.06 0.43
N -1.37 1.77 0.83
N -1.24 2.27 2.08
C -2.39 2.86 2.46
B 0.10 2.26 2.85
N 0.34 0.92 3.58
C 0.42 0.70 4.91
C 0.77 -0.62 5.10
C 0.90 -1.13 3.80
N 0.62 -0.20 2.89
N 1.28 2.53 1.89
C 2.18 3.52 2.00
C 3.16 3.34 1.04
C 2.75 2.17 0.37
N 1.63 1.69 0.89
H -4.31 3.13 1.41
H -2.91 1.79 -0.57
H -2.45 3.35 3.42
H 0.06 3.14 3.67
H 0.24 1.50 5.61
H 0.94 -1.13 6.04
H 1.21 -2.11 3.48
H 2.07 4.28 2.76
H 4.02 3.95 0.85
H 3.22 1.66 -0.45
N -1.48 -1.54 1.40
C -2.55 -2.33 0.81
C -3.23 -1.52 -0.30
N -2.29 -1.15 -1.33
C -2.19 -1.96 -2.52
C -0.85 -2.65 -2.65
N 0.22 -1.67 -2.53
H -0.83 -2.10 1.95
H -1.84 -0.84 2.04
H -3.29 -2.67 1.54
H -2.10 -3.22 0.36
H -3.69 -0.63 0.13
H -4.05 -2.13 -0.71
H -2.20 -0.16 -1.54
H -2.34 -1.33 -3.41
H -2.99 -2.72 -2.53
H -0.82 -3.22 -3.59
H -0.73 -3.38 -1.83
H 0.04 -0.85 -3.10
H 1.13 -2.04 -2.76
N -0.57 1.19 -2.07
C -0.53 2.34 -2.74
C -0.77 2.42 -4.14
C -0.69 3.63 -4.81
C -0.41 4.82 -4.14
C -0.18 4.76 -2.76
C -0.22 3.56 -2.07
H -1.01 1.51 -4.68
H -0.87 3.65 -5.88
H -0.36 5.76 -4.67
H 0.05 5.67 -2.21
H -0.01 3.54 -1.00
C 1.97 -4.06 -0.56
Ge 2.28 -2.15 0.04
C 3.40 -2.43 1.68
C 4.04 -1.33 2.26
C 4.70 -1.43 3.47
C 4.72 -2.64 4.16
C 4.08 -3.74 3.62
C 3.43 -3.63 2.39
C 3.68 -1.56 -1.32
C 3.39 -0.43 -2.05
C 4.26 0.12 -3.03
C 5.46 -0.48 -3.28
C 5.83 -1.65 -2.57
C 7.07 -2.29 -2.82
C 7.42 -3.42 -2.14
C 6.55 -3.96 -1.18
C 5.35 -3.36 -0.92
C 4.94 -2.19 -1.60
H 2.81 -4.73 -0.35
H 1.80 -4.09 -1.64
H 1.08 -4.47 -0.07
H 4.00 -0.37 1.75
H 5.18 -0.55 3.89
H 5.22 -2.71 5.12
H 4.08 -4.69 4.15
H 2.94 -4.52 1.99
H 2.45 0.10 -1.89
H 3.96 1.02 -3.56
H 6.14 -0.07 -4.02
H 7.73 -1.86 -3.57
H 8.38 -3.90 -2.34
H 6.83 -4.86 -0.64
H 4.69 -3.78 -0.17

## Properties
- ΔE to the lowest compared entry with this formula, charge and spin (kJ/mol) = 31.0
- LUMO (alpha / beta) (eV) = 2.5713 / 2.5681
- 2S+1 = 2
- total charge = -1
- HOMO-LUMO gap (alpha / beta) (eV) = 6.639 / 6.402

Here are the Mulliken charges for atoms 1 to 5, given in e:
1. Ca 1.895
2. C -1.358
3. C -0.787
4. N 1.169
5. N -0.409

***

Entry 3:
The following is a quantum chemistry calculation of a structure of composition C40H48BrFN7O6SV, from the Open Molecules 2025 dataset.

Geometry (Å):
V 0.64 -0.67 -0.01
C 0.82 -3.58 1.03
C 0.25 -2.70 2.11
N -0.57 -1.64 1.45
C -1.92 -2.14 1.04
C -2.00 -2.65 -0.40
S -0.77 -1.92 -1.54
C 0.28 -3.33 -2.01
C 1.62 -3.35 -1.27
N 1.51 -2.70 0.05
H 1.52 -4.32 1.45
H 0.04 -4.13 0.51
H -0.36 -3.26 2.82
H 1.05 -2.21 2.65
H -0.73 -0.88 2.11
H -2.22 -2.95 1.72
H -2.62 -1.32 1.18
H -1.87 -3.73 -0.47
H -2.98 -2.42 -0.81
H -0.31 -4.23 -1.84
H 0.44 -3.25 -3.08
H 1.96 -4.39 -1.15
H 2.38 -2.82 -1.84
H 2.45 -2.51 0.39
C -0.27 2.40 2.46
O -1.00 1.41 1.74
C -2.38 1.44 1.87
C -3.03 1.86 3.02
C -4.41 1.72 3.12
Br -5.27 2.26 4.70
C -5.14 1.18 2.08
C -4.50 0.82 0.90
C -3.11 0.96 0.79
O -2.42 0.58 -0.34
C -5.26 0.21 -0.20
N -5.95 -0.88 -0.11
C -6.44 -1.12 -1.40
C -7.26 -2.15 -1.86
C -7.62 -2.13 -3.19
C -7.17 -1.12 -4.05
C -6.35 -0.09 -3.61
C -5.99 -0.13 -2.27
N -5.17 0.72 -1.50
H -0.67 3.40 2.26
H 0.76 2.34 2.11
H -0.29 2.22 3.54
H -2.48 2.27 3.86
H -6.21 1.04 2.16
H -3.08 0.45 -1.04
H -7.61 -2.91 -1.18
H -8.27 -2.90 -3.58
H -7.49 -1.13 -5.09
H -6.02 0.69 -4.28
H -5.11 1.71 -1.68
C 1.95 1.35 -7.11
C 2.61 2.24 -6.07
C 4.05 2.61 -6.37
C 4.93 1.37 -6.39
C 4.76 0.58 -5.13
C 5.75 -0.28 -4.69
C 5.61 -0.99 -3.50
F 6.60 -1.79 -3.12
C 4.50 -0.88 -2.71
C 3.47 -0.02 -3.13
C 2.28 0.13 -2.33
O 2.18 -0.57 -1.24
C 1.30 1.02 -2.78
C 1.49 1.69 -4.00
N 2.56 1.54 -4.74
C 3.60 0.70 -4.33
C 0.06 1.29 -2.06
O -0.90 1.88 -2.42
O 0.11 0.73 -0.75
H 2.03 1.83 -8.09
H 0.89 1.21 -6.89
H 2.43 0.37 -7.17
H 2.03 3.15 -5.93
H 4.42 3.31 -5.62
H 4.08 3.12 -7.33
H 5.98 1.64 -6.50
H 4.69 0.73 -7.25
H 6.66 -0.40 -5.27
H 4.43 -1.42 -1.78
H 0.72 2.36 -4.36
C 3.69 1.46 0.41
N 3.73 0.85 1.73
C 4.97 1.14 2.49
C 4.70 1.14 3.98
C 3.97 -0.14 4.32
N 2.73 -0.23 3.54
C 1.50 -0.37 4.32
C 2.70 0.19 2.26
O 1.63 -0.05 1.56
H 3.91 2.52 0.52
H 2.70 1.35 -0.02
H 4.44 1.01 -0.24
H 5.33 2.10 2.15
H 5.72 0.39 2.23
H 4.09 2.00 4.26
H 5.64 1.21 4.53
H 3.70 -0.19 5.37
H 4.59 -1.02 4.11
H 1.53 0.34 5.14
H 1.41 -1.37 4.74
H 0.63 -0.14 3.71

## Properties
- ΔE to the lowest compared entry with this formula, charge and spin (kJ/mol) = 0.0
- LUMO (alpha / beta) (eV) = -9.5476 / -8.9637
- 2S+1 = 2
- total charge = +3
- HOMO-LUMO gap (alpha / beta) (eV) = 4.463 / 5.047

Here are the Mulliken charges for atoms 1 to 5, given in e:
1. V -0.103
2. C -0.855
3. C -0.078
4. N 0.226
5. C -0.053

***

Entry 4:
The following is a quantum chemistry calculation of a structure of composition C38H51BiBrN6O2Si2, from the Open Molecules 2025 dataset.

Geometry (Å):
Bi -0.07 -0.12 1.15
C -4.74 1.10 -1.67
N -3.35 0.69 -1.64
C -3.10 -0.43 -2.53
C -1.91 -1.26 -2.05
C -2.22 -1.85 -0.67
N -1.02 -2.12 0.07
C -0.31 -3.14 -0.21
C 0.96 -3.44 0.39
C 1.74 -4.44 -0.20
C 2.99 -4.77 0.29
C 3.47 -4.10 1.41
C 2.70 -3.14 2.04
C 1.44 -2.77 1.54
O 0.74 -1.87 2.20
C -2.45 1.80 -1.90
C -2.17 2.66 -0.67
C -0.93 3.55 -0.89
N 0.15 2.74 -1.37
C 0.43 2.80 -2.61
C 1.27 1.87 -3.31
C 1.87 2.27 -4.50
C 2.61 1.41 -5.27
C 2.71 0.07 -4.88
C 2.10 -0.37 -3.74
C 1.38 0.50 -2.86
O 0.86 0.07 -1.80
H -4.88 1.91 -0.95
H -5.05 1.46 -2.67
H -5.37 0.27 -1.38
H -2.91 -0.08 -3.56
H -3.99 -1.06 -2.55
H -1.01 -0.65 -1.97
H -1.72 -2.06 -2.78
H -2.83 -2.75 -0.78
H -2.77 -1.10 -0.10
H -0.65 -3.86 -0.97
H 1.37 -4.96 -1.07
H 3.59 -5.51 -0.20
H 4.46 -4.32 1.79
H 3.06 -2.63 2.92
H -2.82 2.42 -2.74
H -1.49 1.36 -2.20
H -1.99 1.99 0.17
H -3.02 3.30 -0.42
H -0.64 3.99 0.07
H -1.19 4.37 -1.59
H -0.04 3.57 -3.25
H 1.77 3.31 -4.80
H 3.11 1.75 -6.17
H 3.27 -0.62 -5.50
H 2.19 -1.40 -3.43
C 3.32 0.29 2.72
Si 1.87 0.43 3.96
C 2.53 1.72 5.23
C 1.71 -1.14 5.04
N 0.48 0.89 3.06
C -0.59 1.67 3.42
C -0.52 2.77 4.27
C -1.63 3.56 4.51
C -2.82 3.31 3.87
C -2.92 2.21 3.02
C -1.85 1.36 2.84
N -1.98 0.15 2.11
Si -2.79 -1.08 3.02
C -3.70 -2.44 2.04
C -4.19 -0.33 4.11
C -1.65 -1.97 4.26
H 4.21 -0.10 3.21
H 3.08 -0.37 1.90
H 3.57 1.26 2.31
H 3.51 1.41 5.58
H 1.89 1.81 6.10
H 2.66 2.71 4.80
H 2.68 -1.49 5.40
H 1.26 -1.95 4.49
H 1.10 -0.95 5.92
H 0.42 3.01 4.73
H -1.55 4.39 5.19
H -3.68 3.94 4.03
H -3.84 1.99 2.50
H -4.38 -2.05 1.29
H -4.29 -3.02 2.74
H -3.00 -3.12 1.56
H -4.99 0.10 3.51
H -3.80 0.44 4.77
H -4.62 -1.11 4.72
H -0.80 -2.37 3.72
H -2.13 -2.78 4.80
H -1.27 -1.26 4.99
Br 5.08 -2.15 -1.11
C 4.44 -0.38 -1.36
C 4.93 0.37 -2.41
C 4.46 1.66 -2.53
C 3.53 2.12 -1.60
C 3.11 1.27 -0.59
N 3.58 0.04 -0.46
H 5.63 -0.06 -3.11
H 4.79 2.29 -3.34
H 3.13 3.12 -1.66
H 2.38 1.57 0.14

## Properties
- ΔE to the lowest compared entry with this formula, charge and spin (kJ/mol) = 38.4
- LUMO (eV) = 2.5445
- 2S+1 = 1
- total charge = -1
- HOMO-LUMO gap (eV) = 6.839

Here are the Mulliken charges for atoms 1 to 5, given in e:
1. Bi 1.738
2. C -1.393
3. N 1.199
4. C -1.432
5. C 0.190

***

Entry 5:
The following is a quantum chemistry calculation of a structure of composition C20H42HoNOP3, from the Open Molecules 2025 dataset.

Geometry (Å):
Ho 1.51 -1.16 -0.70
P 2.18 -1.68 1.82
P -3.38 0.94 0.36
P 1.23 1.98 1.18
H 1.47 -2.55 -3.02
C 2.21 -1.82 -2.63
C 3.19 -2.22 -1.68
H 3.33 -3.29 -1.40
C 2.42 -3.47 2.05
C 0.89 -1.27 3.05
C 3.66 -0.95 2.58
C -5.03 1.18 -0.23
C -2.76 -0.73 0.33
C -3.09 1.70 1.92
C 2.68 2.77 0.37
C 1.48 2.56 2.91
C 0.04 3.34 0.79
H 2.35 -0.93 -3.26
H 4.11 -1.63 -1.57
H 3.24 -3.80 1.40
H 1.51 -4.00 1.74
H 2.65 -3.69 3.09
H -0.03 -1.80 2.81
H 0.67 -0.19 3.04
H 1.24 -1.56 4.05
H 4.53 -1.20 1.95
H 3.81 -1.34 3.59
H 3.58 0.15 2.60
H -5.67 1.16 0.67
H -5.30 0.38 -0.94
H -5.09 2.17 -0.73
H -3.55 -1.41 0.70
H -1.88 -0.79 1.00
H -2.44 -1.03 -0.68
H -4.05 2.09 2.29
H -2.37 2.52 1.80
H -2.70 0.94 2.60
H 2.77 3.78 0.79
H 2.53 2.83 -0.72
H 3.59 2.19 0.58
H 2.05 3.50 2.89
H 2.03 1.83 3.52
H 0.50 2.75 3.38
H 0.56 4.30 0.70
H -0.71 3.42 1.58
H -0.47 3.10 -0.15
C -0.71 1.91 -2.29
C -1.37 2.68 -3.29
C -0.59 3.48 -4.15
C 0.82 3.29 -4.18
C 1.43 2.35 -3.32
C 0.70 1.66 -2.35
O -1.37 1.59 -1.22
H -2.60 1.73 -0.57
H -2.47 2.76 -3.28
H -1.08 4.23 -4.79
H 1.43 3.85 -4.87
H 2.49 2.13 -3.43
H 1.21 1.09 -1.53
C -2.86 -4.94 -0.44
C -1.48 -4.91 -1.13
C -0.81 -3.64 -0.98
N -0.18 -2.66 -0.85
H -2.76 -4.76 0.63
H -3.34 -5.92 -0.57
H -3.52 -4.19 -0.87
H -0.83 -5.70 -0.72
H -1.59 -5.11 -2.20

## Properties
- LUMO (alpha / beta) (eV) = -9.8038 / -10.7837
- 2S+1 = 5
- total charge = +3
- HOMO-LUMO gap (alpha / beta) (eV) = 6.963 / 6.305

Here are the Mulliken charges for atoms 1 to 5, given in e:
1. Ho 0.848
2. P 0.795
3. P 0.996
4. P 0.915
5. H 0.331

***

Entry 6:
The following is a quantum chemistry calculation of a structure of composition C43H55AsN6O3S2Y, from the Open Molecules 2025 dataset.

Geometry (Å):
Y -0.92 -0.84 -0.68
C -6.02 3.67 3.23
C -4.76 3.15 2.58
C -3.79 3.96 2.09
C -2.57 3.47 1.52
C -1.74 4.49 1.05
N -0.45 4.57 0.82
C 0.62 3.68 1.26
C 1.42 4.33 2.40
C 2.14 3.31 3.29
N 1.11 2.45 3.90
C 0.80 1.27 3.37
C 1.67 0.27 2.97
C 2.94 -0.03 3.57
C 3.43 -1.29 3.51
C 4.74 -1.68 4.17
C 2.61 -2.31 2.91
C 1.46 -2.06 2.24
C 0.51 -3.11 1.86
N -0.53 -2.93 1.16
C -1.51 -4.01 1.20
C -2.82 -3.47 1.78
C -3.55 -2.45 0.90
N -2.95 -1.09 0.89
C -3.60 -0.26 1.60
C -3.47 1.20 1.79
C -4.55 1.76 2.41
C -2.38 2.04 1.30
O -1.41 1.58 0.68
C 1.04 -0.69 2.10
O 0.13 -0.29 1.35
H -6.05 4.76 3.20
H -6.09 3.36 4.27
H -6.91 3.30 2.72
H -3.92 5.04 2.14
H -2.24 5.43 0.85
H -0.15 5.42 0.38
H 1.26 3.46 0.40
H 0.15 2.74 1.54
H 0.73 4.90 3.03
H 2.15 5.04 2.01
H 2.72 3.82 4.05
H 2.81 2.68 2.72
H 0.32 2.96 4.26
H -0.26 1.05 3.26
H 3.46 0.73 4.15
H 5.25 -0.81 4.58
H 5.41 -2.16 3.45
H 4.57 -2.39 4.98
H 2.93 -3.34 3.03
H 0.67 -4.08 2.35
H -1.15 -4.84 1.82
H -1.69 -4.36 0.19
H -2.63 -3.02 2.76
H -3.49 -4.31 1.93
H -4.58 -2.38 1.25
H -3.59 -2.81 -0.12
H -4.47 -0.64 2.13
H -5.34 1.09 2.76
C -1.33 -1.03 -4.56
N -0.20 -1.30 -3.64
C 0.91 -0.41 -3.91
C 0.58 1.02 -3.55
N 0.25 1.23 -2.11
C 1.48 1.36 -1.33
C -0.59 2.43 -2.07
C -0.02 3.68 -2.28
C -0.81 4.82 -2.40
C -2.19 4.69 -2.28
C -2.76 3.44 -2.08
C -1.99 2.27 -2.01
S -2.78 0.70 -1.91
C 0.13 -2.69 -3.73
C 1.11 -3.16 -4.60
C 1.41 -4.52 -4.67
C 0.70 -5.41 -3.88
C -0.31 -4.95 -3.05
C -0.62 -3.59 -2.97
S -1.96 -3.03 -1.97
H -0.97 -1.07 -5.60
H -1.78 -0.06 -4.35
H -2.10 -1.78 -4.41
H 1.19 -0.41 -4.97
H 1.77 -0.76 -3.34
H -0.28 1.35 -4.13
H 1.42 1.66 -3.82
H 1.23 1.39 -0.26
H 2.07 2.24 -1.59
H 2.09 0.47 -1.50
H 1.05 3.77 -2.41
H -0.35 5.78 -2.60
H -2.82 5.56 -2.38
H -3.84 3.34 -2.02
H 1.66 -2.47 -5.23
H 2.18 -4.87 -5.35
H 0.92 -6.47 -3.93
H -0.89 -5.64 -2.45
C 4.16 -1.28 -0.05
As 2.92 -2.40 -0.99
C 3.75 -2.62 -2.69
C 2.95 -4.16 -0.25
O 1.40 -1.74 -1.01
H 4.99 -1.88 0.33
H 3.66 -0.79 0.78
H 4.54 -0.53 -0.74
H 4.73 -3.08 -2.52
H 3.88 -1.66 -3.18
H 3.14 -3.28 -3.31
H 3.98 -4.48 -0.14
H 2.42 -4.82 -0.95
H 2.44 -4.18 0.72

## Properties
- ΔE to the lowest compared entry with this formula, charge and spin (kJ/mol) = 70.3
- LUMO (eV) = -3.3714
- 2S+1 = 1
- total charge = +1
- HOMO-LUMO gap (eV) = 5.410

Here are the Mulliken charges for atoms 1 to 5, given in e:
1. Y 0.141
2. C -1.506
3. C 0.009
4. C -1.021
5. C 0.812

***

Calculated DFT total energy (eV), listed in the same order as above: -7856.9147; -128567.2101; -174239.0310; -144911.6886; -78591.9188; -144117.6586
Calculated max |F| (eV/A), listed in the same order as above: 2.63; 0.57; 1.24; 1.68; 6.64; 0.59
Calculated molar mass (g mol⁻¹), listed in the same order as above: 95.145; 739.310; 904.780; 968.922; 570.414; 931.914